[1]
The following is a DFT calculation (the ωB97M-V functional and the def2-TZVPD basis) of the molecule C6H15N in a non-equilibrium geometry.

CARTESIAN COORDINATES (ANGSTROEM)
C1 -0.856 2.514 0.944
C2 -1.348 1.163 1.526
N1 -1.068 -0.029 0.668
C3 0.313 0.091 0.135
C4 0.761 -1.184 -0.541
C5 -0.164 -1.633 -1.640
C6 2.220 -1.061 -1.067
H1 -0.040 2.890 1.583
H2 -0.574 2.504 -0.097
H3 -1.564 3.369 1.104
H4 -2.458 1.212 1.590
H5 -0.900 0.989 2.505
H6 -1.002 -0.839 1.303
H7 0.951 0.349 0.983
H8 0.329 0.788 -0.687
H9 1.009 -2.002 0.188
H10 0.186 -2.594 -2.064
H11 -0.215 -0.975 -2.596
H12 -1.255 -1.615 -1.473
H13 2.697 -2.049 -1.250
H14 2.389 -0.437 -1.975
H15 2.789 -0.545 -0.270

Summary:
* relative energy (zero: lowest compared OMol25 entry of this formula, charge and spin): 1.440 eV
* HOMO-LUMO gap: 10.02 eV
* largest force on an atom: 2.84 eV Å⁻¹
* structure (SMILES): CCNCC(C)C

[2]
The following is a DFT calculation (the ωB97M-V functional and the def2-TZVPD basis) of a cluster of 5 separate species, C18H22Br6N2O4 in total in a non-equilibrium geometry.

CARTESIAN COORDINATES (ANGSTROEM)
O1 0.122 7.551 2.662
N1 -1.016 7.890 2.347
O2 -1.777 8.732 2.897
C1 -1.594 7.062 1.257
C2 -2.707 7.546 0.517
C3 -3.379 6.717 -0.385
C4 -2.864 5.457 -0.667
C5 -1.718 5.001 0.008
C6 -1.144 5.784 0.964
H1 -3.150 8.474 0.847
H2 -4.300 7.012 -0.865
H3 -3.372 4.796 -1.354
H4 -1.341 4.004 -0.167
H5 -0.373 5.298 1.543
O3 2.664 -2.993 -1.635
N2 3.008 -2.415 -0.594
O4 3.085 -2.997 0.486
C7 3.601 -1.057 -0.692
C8 3.419 -0.360 -1.894
C9 3.846 0.993 -1.893
C10 4.484 1.604 -0.864
C11 4.613 0.897 0.339
C12 4.207 -0.452 0.406
H6 2.982 -0.815 -2.771
H7 3.556 1.531 -2.783
H8 4.704 2.658 -0.944
H9 5.093 1.373 1.181
H10 4.260 -0.993 1.339
Br1 -1.896 -4.325 0.972
C13 -2.241 -2.397 0.385
C14 -1.335 -1.537 1.265
Br2 -1.996 -1.307 3.129
H11 -3.288 -2.143 0.552
H12 -2.017 -2.271 -0.674
H13 -1.034 -0.564 0.878
H14 -0.375 -2.038 1.393
Br3 4.133 -5.786 4.763
C15 2.574 -5.665 5.972
C16 1.269 -5.438 5.185
Br4 -0.270 -5.296 6.477
H15 2.752 -4.824 6.643
H16 2.614 -6.633 6.471
H17 0.953 -6.195 4.466
H18 1.271 -4.477 4.671
Br5 -4.723 -3.799 -4.932
C17 -3.907 -3.038 -6.597
C18 -2.612 -3.756 -6.752
Br6 -1.400 -3.146 -5.301
H19 -3.876 -1.952 -6.504
H20 -4.687 -3.279 -7.319
H21 -2.111 -3.590 -7.705
H22 -2.705 -4.841 -6.719

Summary:
* relative energy (zero: lowest compared OMol25 entry of this formula, charge and spin): 1.786 eV
* HOMO-LUMO gap: 9.25 eV
* largest force on an atom: 3.23 eV Å⁻¹
* structure (SMILES): O=[N+]([O-])c1ccccc1.O=[N+]([O-])c1ccccc1.BrCCBr.BrCCBr.BrCCBr

[3]
The following is a DFT calculation (the ωB97M-V functional and the def2-TZVPD basis) of a cluster of 2 separate species, C5H7N in total.

CARTESIAN COORDINATES (ANGSTROEM)
C1 0.659 0.716 1.124
C2 0.672 -0.188 -0.083
N1 0.889 -1.556 0.252
C3 -0.329 -1.243 -0.528
C4 -1.411 -0.356 -0.380
C5 -1.484 0.811 -0.897
H1 0.140 0.271 1.986
H2 1.708 0.873 1.405
H3 0.210 1.684 0.899
H4 0.080 0.792 -1.066
H5 0.773 -1.724 1.253
H6 -0.234 -1.655 -1.527
H7 -2.211 1.551 -1.193

Summary:
* relative energy (zero: lowest compared OMol25 entry of this formula, charge and spin): 8.208 eV
* HOMO-LUMO gap: 8.86 eV
* largest force on an atom: 0.44 eV Å⁻¹

[4]
The following is a DFT calculation (the ωB97M-V functional and the def2-TZVPD basis) of the molecule C4H8O2.

CARTESIAN COORDINATES (ANGSTROEM)
O1 2.020 0.454 0.275
C1 1.091 1.101 -0.559
C2 -0.317 0.583 -0.224
C3 -0.704 -0.857 -0.606
C4 -0.924 -1.061 0.901
O2 -0.390 0.247 1.187
H1 1.586 0.362 1.145
H2 1.099 2.193 -0.424
H3 1.394 0.968 -1.618
H4 -1.063 1.366 -0.436
H5 -1.580 -0.923 -1.251
H6 0.120 -1.452 -1.018
H7 -0.363 -1.871 1.394
H8 -1.969 -1.112 1.233

Summary:
* relative energy (zero: lowest compared OMol25 entry of this formula, charge and spin): 2.006 eV
* HOMO-LUMO gap: 11.08 eV
* largest force on an atom: 0.73 eV Å⁻¹
* structure (SMILES): OC[C@H]1CCO1

[5]
The following is a DFT calculation (the ωB97M-V functional and the def2-TZVPD basis) of a structure of composition C49H43AsN2O7S5Ti in a non-equilibrium geometry.

CARTESIAN COORDINATES (ANGSTROEM)
Ti1 -1.503 -1.223 -0.208
S1 -0.302 0.651 -1.016
C1 -1.012 2.110 -0.422
N1 -0.299 3.318 -0.525
C2 -1.098 4.512 -0.598
C3 -2.099 4.485 0.553
N2 -2.901 3.278 0.486
C4 -4.342 3.454 0.495
C5 -4.904 3.984 -0.810
C6 -4.535 3.424 -2.032
C7 -5.079 3.903 -3.213
C8 -6.003 4.941 -3.193
C9 -6.376 5.502 -1.981
C10 -5.824 5.026 -0.799
C11 -2.302 2.110 0.021
S2 -3.215 0.645 0.033
C12 1.140 3.414 -0.603
C13 1.665 3.809 -1.970
C14 1.893 2.850 -2.957
C15 2.392 3.217 -4.197
C16 2.665 4.551 -4.474
C17 2.434 5.513 -3.504
C18 1.940 5.140 -2.260
H1 -1.642 4.569 -1.550
H2 -0.447 5.383 -0.518
H3 -2.764 5.349 0.503
H4 -1.549 4.518 1.500
H5 -4.592 4.148 1.301
H6 -4.795 2.489 0.726
H7 -3.833 2.600 -2.057
H8 -4.788 3.456 -4.155
H9 -6.431 5.308 -4.117
H10 -7.098 6.309 -1.954
H11 -6.120 5.464 0.148
H12 1.546 2.448 -0.316
H13 1.478 4.160 0.127
H14 1.669 1.811 -2.748
H15 2.572 2.459 -4.950
H16 3.061 4.837 -5.440
H17 2.642 6.555 -3.712
H18 1.779 5.898 -1.501
O1 -5.146 -2.404 -0.981
S3 -3.732 -2.513 -0.877
O2 -2.939 -1.601 -1.734
O3 -3.171 -2.297 0.505
C19 -3.274 -4.176 -1.318
C20 -4.272 -4.960 -1.865
C21 -4.012 -6.283 -2.210
C22 -2.759 -6.817 -2.000
C23 -1.745 -6.033 -1.458
C24 -1.989 -4.717 -1.114
S4 -0.565 -3.800 -0.534
O4 0.568 -4.644 -0.709
O5 -0.542 -2.540 -1.380
O6 -0.797 -3.328 0.836
H19 -5.249 -4.521 -2.010
H20 -4.799 -6.887 -2.641
H21 -2.556 -7.847 -2.261
H22 -0.753 -6.432 -1.300
C25 5.530 1.477 0.704
C26 4.518 1.600 -0.241
C27 3.441 0.730 -0.214
C28 3.349 -0.270 0.752
C29 4.360 -0.381 1.699
C30 5.445 0.490 1.672
As1 1.826 -1.524 0.614
C31 2.709 -2.278 -0.965
C32 2.558 -1.864 -2.277
C33 3.346 -2.436 -3.268
C34 4.282 -3.410 -2.937
C35 4.415 -3.838 -1.624
C36 3.622 -3.279 -0.630
C37 3.612 -3.669 0.798
C38 4.373 -4.678 1.375
C39 4.215 -4.982 2.722
C40 3.285 -4.297 3.495
C41 2.534 -3.273 2.928
C42 2.710 -2.954 1.592
H23 6.388 2.137 0.674
H24 4.574 2.363 -1.009
H25 2.670 0.811 -0.970
H26 4.320 -1.157 2.453
H27 6.232 0.384 2.408
H28 1.819 -1.114 -2.536
H29 3.232 -2.123 -4.298
H30 4.908 -3.841 -3.708
H31 5.133 -4.612 -1.381
H32 5.092 -5.230 0.783
H33 4.815 -5.764 3.169
H34 3.152 -4.554 4.538
H35 1.807 -2.736 3.529
C43 -3.094 -0.581 3.395
S5 -1.669 -1.506 2.834
O7 -1.183 -0.642 1.642
C44 -0.521 -0.960 4.081
C45 0.356 0.078 3.804
C46 1.315 0.410 4.752
C47 1.392 -0.292 5.946
C48 0.502 -1.325 6.211
C49 -0.460 -1.667 5.274
H36 -2.905 0.470 3.186
H37 -3.223 -0.769 4.460
H38 -3.956 -0.931 2.831
H39 0.296 0.600 2.859
H40 2.011 1.213 4.546
H41 2.156 -0.041 6.670
H42 0.566 -1.875 7.141
H43 -1.149 -2.483 5.463

Summary:
* relative energy (zero: lowest compared OMol25 entry of this formula, charge and spin): 0.000 eV
* HOMO-LUMO gap (spin up / spin down): 5.37 / 5.36 eV
* largest force on an atom: 2.58 eV Å⁻¹

[6]
The following is a DFT calculation (the ωB97M-V functional and the def2-TZVPD basis) of a structure of composition C31H83AsF6N11O12 in a non-equilibrium geometry.

CARTESIAN COORDINATES (ANGSTROEM)
As1 0.106 -0.944 -0.740
F1 -0.901 -2.195 0.052
F2 -0.819 -1.265 -2.178
F3 1.141 0.256 -1.511
F4 0.912 -0.651 0.872
F5 1.297 -2.222 -1.142
F6 -1.119 0.285 -0.261
C1 2.940 1.008 -3.953
C2 2.405 2.207 -4.770
C3 3.412 3.331 -5.004
O1 3.612 3.970 -3.718
C4 4.733 4.842 -3.626
N1 1.878 1.649 -6.012
H1 3.332 1.312 -2.983
H2 3.803 0.505 -4.388
H3 2.267 0.163 -3.810
H4 1.615 2.636 -4.154
H5 2.951 4.161 -5.540
H6 4.314 2.972 -5.499
H7 4.647 5.305 -2.643
H8 4.614 5.666 -4.329
H9 5.735 4.428 -3.743
H10 1.338 0.796 -6.052
H11 1.249 2.288 -6.476
C5 2.727 -1.757 3.819
O2 3.529 -0.617 4.085
C6 2.816 0.314 4.861
C7 3.746 1.370 5.346
N2 3.081 2.280 6.232
C8 3.898 3.461 6.549
C9 3.200 4.218 7.667
O3 2.376 5.216 7.047
C10 1.985 6.258 7.945
H12 3.246 -2.274 3.012
H13 1.792 -1.436 3.360
H14 2.437 -2.372 4.671
H15 2.223 -0.227 5.600
H16 1.976 0.587 4.222
H17 4.184 1.891 4.494
H18 4.584 0.959 5.907
H19 2.176 2.570 5.892
H20 4.093 4.056 5.656
H21 4.831 3.195 7.045
H22 3.951 4.567 8.376
H23 2.578 3.605 8.319
H24 2.811 6.725 8.479
H25 1.337 5.958 8.769
H26 1.502 7.127 7.498
C11 -1.213 -3.243 -5.811
O4 -0.458 -4.486 -5.740
C12 -1.143 -5.577 -5.148
C13 -1.543 -5.476 -3.695
N3 -0.493 -5.807 -2.700
C14 -0.991 -5.488 -1.354
C15 0.217 -5.374 -0.419
O5 0.762 -6.637 -0.040
C16 2.212 -6.768 0.084
H27 -0.639 -2.485 -6.344
H28 -1.593 -2.894 -4.851
H29 -2.190 -3.465 -6.239
H30 -0.695 -6.549 -5.356
H31 -2.094 -5.637 -5.678
H32 -2.287 -6.266 -3.596
H33 -1.920 -4.471 -3.504
H34 0.221 -5.092 -2.700
H35 -1.600 -6.349 -1.077
H36 -1.531 -4.541 -1.356
H37 -0.179 -4.840 0.444
H38 1.016 -4.752 -0.824
H39 3.023 -6.229 -0.406
H40 2.489 -7.775 -0.229
H41 2.324 -6.811 1.167
C17 -4.294 4.782 -1.558
O6 -5.222 4.021 -2.218
C18 -4.833 2.867 -2.975
C19 -4.252 3.089 -4.353
N4 -2.922 3.617 -4.157
C20 -1.966 2.743 -3.453
C21 -1.860 1.338 -4.124
O7 -1.311 1.512 -5.396
C22 -1.446 0.256 -6.092
H42 -4.121 4.513 -0.517
H43 -4.848 5.704 -1.383
H44 -3.457 5.114 -2.171
H45 -5.905 2.669 -2.996
H46 -4.335 2.124 -2.353
H47 -4.820 3.833 -4.911
H48 -4.432 2.241 -5.015
H49 -2.483 3.352 -5.027
H50 -2.351 2.693 -2.434
H51 -1.050 3.324 -3.558
H52 -2.788 0.772 -4.039
H53 -1.192 0.894 -3.385
H54 -2.442 0.010 -6.461
H55 -1.218 -0.677 -5.577
H56 -0.884 0.401 -7.014
C23 -4.712 -5.777 2.272
O8 -4.466 -4.429 2.689
C24 -3.172 -3.992 2.570
C25 -3.115 -2.461 2.396
N5 -3.232 -1.687 3.645
C26 -3.929 -0.494 3.329
C27 -3.839 0.552 4.419
O9 -4.282 -0.152 5.599
C28 -4.258 0.589 6.803
H57 -4.034 -6.046 1.462
H58 -5.736 -5.758 1.901
H59 -4.648 -6.426 3.145
H60 -2.617 -4.408 1.729
H61 -2.676 -4.407 3.448
H62 -3.735 -2.138 1.560
H63 -2.096 -2.348 2.028
H64 -3.868 -2.112 4.304
H65 -4.993 -0.724 3.372
H66 -3.535 -0.084 2.398
H67 -4.353 1.458 4.099
H68 -2.781 0.765 4.576
H69 -5.108 1.268 6.872
H70 -3.478 1.351 6.818
H71 -4.328 -0.066 7.671
C29 4.948 -2.625 -1.115
O10 6.164 -2.567 -0.910
N6 4.162 -1.681 -0.760
N7 4.373 -3.480 -1.876
H72 4.500 -0.947 -0.155
H73 3.173 -1.774 -0.944
H74 3.371 -3.577 -1.958
H75 5.064 -4.003 -2.395
C30 -1.586 2.636 1.854
O11 -1.933 3.716 2.345
N8 -0.422 2.072 1.989
N9 -2.454 1.928 1.214
H76 -0.441 1.092 1.746
H77 0.321 2.429 2.572
H78 -3.423 2.209 1.193
H79 -2.009 1.338 0.525
C31 3.479 2.867 0.061
O12 4.390 3.716 0.079
N10 2.758 2.652 -0.946
N11 3.234 2.280 1.173
H80 1.973 2.019 -0.894
H81 3.061 2.993 -1.848
H82 3.755 2.465 2.018
H83 2.725 1.408 1.214

Summary:
* multiplicity: 2
* charge: -2
* HOMO-LUMO gap (spin up / spin down): 2.41 / 8.15 eV
* largest force on an atom: 6.42 eV Å⁻¹
* expectation value of S²: 0.752